one.
C3H6O4 | the ωB97M-V functional and the def2-TZVPD basis

Atoms and positions in Å:
C  0.63  1.08  -0.26
C  -1.17  -0.10  -0.21
C  1.27  -1.28  -0.49
O  1.64  0.27  -0.17
O  0.32  1.84  0.81
O  -1.24  -0.42  1.17
O  2.09  -2.04  -0.75
H  0.28  1.27  1.60
H  -0.94  -1.33  1.30
H  0.47  1.61  -1.20
H  0.04  -0.93  -0.60
H  -1.72  -0.82  -0.84
H  -1.68  0.85  -0.34

Values from the calculation:
**Total charge**: 0
**LUMO level**: 0.6 eV
**Molecular weight**: 106.08 u

Population analysis type natural (NBO), resulting atomic charges in e: 0.517 -0.327 0.615 -0.603 -0.685 -0.733 -0.474 0.499 0.469 0.158 0.176 0.186 0.202

two.
C3H6O4 | the ωB97M-V functional and the def2-TZVPD basis

Atoms and positions in Å:
C  1.22  -0.26  0.43
C  -2.14  -0.05  -0.07
C  -1.12  0.93  -0.72
O  1.18  -1.04  -0.71
O  2.47  0.33  0.67
O  -1.35  0.39  0.96
O  -0.94  1.45  -1.74
H  3.00  -0.30  1.18
H  1.60  -0.60  -1.46
H  0.43  0.59  0.76
H  0.86  -0.81  1.31
H  -3.15  0.38  0.00
H  -2.05  -1.01  -0.60

Values from the calculation:
**Total charge**: 0
**LUMO level (alpha / beta)**: -0.8 / -0.8 eV
**Molecular weight**: 106.08 u

Population analysis type natural (NBO), resulting atomic charges in e: 0.155 -0.177 0.874 -0.727 -0.732 -0.643 -0.421 0.471 0.481 0.200 0.152 0.181 0.186

three.
C3H6O4 | the ωB97M-V functional and the def2-TZVPD basis

Atoms and positions in Å:
C  1.47  -0.32  -0.70
C  0.23  -1.04  -0.31
C  -0.95  0.43  0.36
O  1.35  -0.97  0.54
O  -0.24  0.87  1.39
O  -2.10  -0.15  0.85
O  -1.10  1.40  -0.63
H  2.21  -0.92  -1.30
H  1.66  0.75  -0.56
H  -0.14  -1.97  -0.51
H  0.52  0.12  1.44
H  -2.72  -0.02  0.11
H  -0.19  1.82  -0.67

Values from the calculation:
**Total charge**: 0
**LUMO level**: 0.7 eV
**Molecular weight**: 106.08 u

Population analysis type natural (NBO), resulting atomic charges in e: -0.136 -0.049 0.788 -0.514 -0.737 -0.687 -0.718 0.194 0.189 0.197 0.504 0.478 0.492

The winner here is three, beating the second structure by 47.4 kJ/mol.

one.
C2H8N4O | the ωB97M-V functional and the def2-TZVPD basis

Atoms and positions in Å:
C  0.57  -1.59  2.00
N  0.07  -0.96  0.80
N  -0.14  0.27  0.94
N  -0.43  0.99  -0.09
N  -1.09  2.15  0.13
O  -0.74  0.31  -1.42
C  0.44  -0.10  -2.07
H  -0.10  -2.41  2.26
H  1.55  -2.01  1.78
H  0.64  -0.89  2.84
H  -2.10  2.03  0.18
H  -0.85  2.84  -0.57
H  1.14  0.73  -2.19
H  0.92  -0.92  -1.53
H  0.12  -0.45  -3.06

Values from the calculation:
**SMILES**: C/N=N/N(N)OC
**Total charge**: 0
**LUMO level**: 1.0 eV
**Molecular weight**: 104.11 u

Population analysis type natural (NBO), resulting atomic charges in e: -0.442 -0.265 -0.009 0.129 -0.606 -0.418 -0.258 0.203 0.202 0.192 0.352 0.370 0.166 0.191 0.194

two.
C2H8N4O | the ωB97M-V functional and the def2-TZVPD basis

Atoms and positions in Å:
C  1.86  0.80  0.84
C  -0.07  -0.46  0.25
H  1.30  1.26  1.80
H  2.47  -0.24  1.23
H  2.38  1.66  0.18
H  -0.06  0.05  -1.84
H  -0.02  -1.76  2.05
H  -1.93  -1.50  0.01
H  -2.75  1.01  -1.00
H  -2.12  -0.50  -1.88
N  0.57  0.78  -0.04
N  0.51  -0.98  1.27
N  -1.31  -0.80  -0.25
N  -1.87  0.18  -1.12
O  1.04  0.49  -1.51

Values from the calculation:
**Total charge**: 0
**LUMO level**: 0.5 eV
**Molecular weight**: 104.11 u

Population analysis type natural (NBO), resulting atomic charges in e: -0.468 0.515 0.217 0.268 0.214 0.473 0.347 0.396 0.399 0.363 -0.172 -0.738 -0.474 -0.718 -0.624

three.
C2H8N4O | the ωB97M-V functional and the def2-TZVPD basis

Atoms and positions in Å:
C  2.21  -0.31  -0.59
C  1.58  0.38  0.61
N  0.13  0.70  0.25
N  -0.75  -0.19  0.02
O  -0.77  -1.39  0.20
N  -1.81  0.45  -0.48
N  -3.08  0.11  0.04
H  1.59  -1.26  -0.64
H  2.22  0.42  -1.39
H  3.16  -0.49  -0.27
H  1.49  -0.21  1.63
H  2.16  1.27  0.84
H  -1.55  1.43  -0.25
H  -3.01  -0.60  0.74
H  -3.58  -0.31  -0.71

Values from the calculation:
**SMILES**: CC/N=[N+](\[O-])NN
**Total charge**: 0
**LUMO level**: 1.0 eV
**Molecular weight**: 104.11 u

Population analysis type natural (NBO), resulting atomic charges in e: -0.632 -0.236 -0.326 0.441 -0.478 -0.287 -0.653 0.231 0.218 0.208 0.200 0.204 0.392 0.362 0.356

The winner here is one, beating the second structure by 27.8 kJ/mol.

one.
C8H8 | the ωB97M-V functional and the def2-TZVPD basis

Atoms and positions in Å:
C  2.34  -0.75  -0.43
C  2.46  0.45  0.07
C  -1.76  -1.17  0.75
C  -0.98  -1.04  -0.49
C  1.09  -0.08  -0.16
C  -0.27  -1.52  0.68
C  -0.19  0.20  -0.30
C  -0.62  1.66  -0.08
H  2.84  -1.41  -1.01
H  3.04  1.19  0.39
H  -1.94  -0.22  1.29
H  -2.44  -1.94  1.01
H  -1.27  -1.46  -1.54
H  -0.85  1.89  0.97
H  -1.56  1.78  -0.64
H  0.10  2.41  -0.48

Values from the calculation:
**Total charge**: 0
**LUMO level**: 1.0 eV
**Molecular weight**: 104.15 u

Population analysis type natural (NBO), resulting atomic charges in e: -0.095 -0.146 -0.524 -0.370 0.109 0.004 -0.091 -0.629 0.221 0.217 0.197 0.227 0.211 0.220 0.225 0.224

two.
C8H8 | the ωB97M-V functional and the def2-TZVPD basis

Atoms and positions in Å:
C  -0.43  -1.21  -0.93
C  -1.57  -0.47  -0.45
C  -1.01  0.44  0.52
C  -0.10  1.52  -0.03
C  0.92  1.09  -0.80
C  0.98  -0.42  -0.52
C  1.20  -0.75  0.93
C  -0.01  -0.36  1.39
H  -0.42  -1.96  -1.71
H  -2.63  -0.47  -0.57
H  -1.74  1.05  1.20
H  -0.38  2.54  0.01
H  1.47  1.63  -1.54
H  1.71  -0.62  -1.22
H  2.24  -1.19  0.81
H  -0.08  -0.07  2.43

Values from the calculation:
**SMILES**: C1=CC2C=CC1C=C2
**Total charge**: 0
**LUMO level**: 0.9 eV
**Molecular weight**: 104.15 u

Population analysis type natural (NBO), resulting atomic charges in e: -0.151 -0.207 -0.369 -0.145 -0.200 -0.338 -0.229 -0.142 0.210 0.228 0.229 0.202 0.223 0.209 0.277 0.204

The winner here is two, beating the second structure by 276.9 kJ/mol.